# 1
{
  "formula": "C39H50N12O4PS2ScSi",
  "method": "ωB97M-V/def2-TZVPD",
  "orbital_gap_ev": [4.9, 4.0],
  "total_energy_ev": -126869.2823,
  "total_charge": -2,
  "homo_ev": [-1.3, -0.3],
  "de_lowest_kj_mol": 31.7,
  "mol_weight_g_mol": 919.1,
  "species": ["Sc", "N", "C", "N", "C", "N", "C", "C", "N", "C", "C", "N", "H", "H", "H", "H", "H", "S", "C", "C", "C", "C", "N", "C", "C", "C", "S", "C", "N", "H", "H", "O", "C", "C", "C", "C", "C", "C", "C", "O", "N", "O", "O", "H", "H", "H", "H", "C", "Si", "C", "C", "H", "H", "H", "H", "H", "H", "H", "H", "H", "N", "P", "N", "C", "C", "C", "C", "C", "N", "C", "C", "C", "C", "C", "N", "C", "C", "C", "C", "C", "H", "H", "H", "H", "H", "H", "H", "H", "H", "H", "H", "H", "H", "H", "H", "H", "H", "H", "H", "H", "H", "H", "H", "H", "H", "H", "H", "H", "H", "H"],
  "xyz": [[0.96506, -0.24173, -0.33972], [2.83568, 0.28721, 3.52350], [1.75651, 0.49641, 2.76725], [1.83032, -0.27989, 1.70827], [3.05059, -0.89020, 1.83341], [3.69164, -0.58093, 2.92592], [3.57449, -1.76467, 0.77751], [4.72750, -2.52122, 0.95887], [5.25663, -3.23943, -0.02153], [4.62425, -3.18050, -1.19376], [3.46460, -2.44755, -1.37032], [2.91708, -1.75806, -0.37735], [3.15936, 0.83763, 4.29995], [0.91022, 1.09325, 3.05728], [5.22061, -2.52925, 1.92381], [5.05033, -3.74743, -2.01108], [2.93888, -2.43752, -2.31680], [2.35063, 3.16471, 1.43068], [3.83089, 2.32068, 1.12288], [4.88617, 2.45055, 2.04910], [6.09026, 1.77942, 1.92877], [7.11541, 1.97214, 2.92417], [7.92708, 2.14870, 3.72078], [6.29828, 0.93215, 0.83158], [5.28652, 0.80929, -0.11590], [4.06509, 1.48042, -0.01721], [2.89982, 1.22229, -1.31107], [7.52716, 0.19997, 0.67632], [8.51079, -0.38390, 0.54256], [4.73667, 3.11577, 2.88917], [5.44326, 0.15648, -0.96652], [0.33165, -1.03263, -1.99293], [0.18734, -2.22804, -2.54311], [0.45494, -3.45541, -1.88363], [0.60011, -4.61421, -2.66089], [1.12673, -5.79851, -2.13571], [1.56710, -5.83341, -0.79436], [1.32619, -4.71914, -0.00150], [0.73642, -3.57234, -0.49328], [0.29419, -2.56022, 0.40734], [1.25470, -6.91656, -2.95284], [0.87524, -6.84991, -4.17115], [1.77092, -7.96995, -2.45538], [-0.10301, -2.26265, -3.59069], [0.35806, -4.58564, -3.71447], [2.04359, -6.72025, -0.41007], [1.62070, -4.74308, 1.04612], [-1.51349, -4.47915, 1.63774], [-0.41501, -2.99027, 1.87284], [-1.44740, -1.53737, 2.41255], [0.84996, -3.42838, 3.18953], [-1.86345, -4.83220, 2.61460], [-0.99009, -5.29977, 1.14504], [-2.39067, -4.22987, 1.03396], [-2.49937, -1.71222, 2.16939], [-1.14064, -0.62342, 1.89426], [-1.37151, -1.37406, 3.49310], [0.53161, -3.04860, 4.16517], [1.83629, -3.00874, 2.98404], [0.96422, -4.51189, 3.27176], [-0.78230, 0.69360, 0.15588], [-1.85925, 1.57137, -0.47624], [-3.05049, 0.67841, -1.25737], [-4.26102, 1.19735, -1.87854], [-5.38759, 0.17148, -1.79685], [-5.02619, -1.09883, -2.58349], [-3.51374, -1.38000, -2.49421], [-2.94228, -0.79077, -1.21452], [-2.80351, 2.47058, 0.63589], [-3.75468, 1.69561, 1.43566], [-4.37400, 2.58335, 2.53473], [-4.29073, 4.05464, 2.13289], [-2.81549, 4.47189, 2.05292], [-1.97189, 3.30554, 1.51260], [-1.38919, 2.79878, -1.52568], [-2.30647, 3.82717, -2.01719], [-1.64827, 4.62715, -3.13415], [-0.45205, 5.43428, -2.60859], [0.21137, 4.68577, -1.44029], [0.03663, 3.18459, -1.60412], [-4.09512, 1.43315, -2.94080], [-4.55960, 2.12159, -1.37992], [-6.30967, 0.61512, -2.17997], [-5.56140, -0.07770, -0.74699], [-5.32485, -0.98194, -3.62868], [-5.58917, -1.94560, -2.18298], [-2.98999, -0.92131, -3.33662], [-3.31244, -2.45145, -2.53298], [-1.89572, -1.05290, -1.09959], [-3.48116, -1.20802, -0.34878], [-3.27102, 0.82093, 1.89533], [-4.53917, 1.32652, 0.77418], [-3.83359, 2.44679, 3.47627], [-5.40855, 2.28210, 2.71233], [-4.83182, 4.68356, 2.84438], [-4.76193, 4.18012, 1.15559], [-2.45389, 4.74873, 3.04741], [-2.70921, 5.34896, 1.40988], [-1.57109, 2.70332, 2.34014], [-1.10295, 3.66419, 0.96067], [-2.61449, 4.51087, -1.20958], [-3.20913, 3.37434, -2.40625], [-2.39241, 5.28354, -3.59255], [-1.31702, 3.92413, -3.90255], [-0.78306, 6.42461, -2.28214], [0.26892, 5.58630, -3.41572], [-0.24122, 4.99416, -0.49315], [1.27562, 4.90827, -1.36500], [0.59483, 2.67509, -0.82684], [0.46431, 2.87362, -2.56238]]
}

***

# 2
{
  "formula": "C4H8O",
  "method": "ωB97M-V/def2-TZVPD",
  "orbital_gap_ev": 11.0,
  "total_energy_ev": -6323.1248,
  "total_charge": 0,
  "smiles": "CC1(C)CO1",
  "homo_ev": -10.0,
  "de_lowest_kj_mol": 197.1,
  "mol_weight_g_mol": 72.1,
  "species": ["C", "C", "C", "C", "O", "H", "H", "H", "H", "H", "H", "H", "H"],
  "xyz": [[-0.43426, 1.36158, 0.25187], [0.40678, 0.03466, 0.18864], [-0.62061, -1.19696, 0.21844], [1.60679, -0.17467, -0.59701], [1.64160, -0.13065, 0.90932], [-1.31207, 1.13205, -0.18203], [0.24508, 2.11979, -0.13191], [-0.61907, 1.60211, 1.30365], [-1.16639, -1.17499, 1.11102], [-0.29243, -2.23187, 0.10912], [-1.14185, -0.96286, -0.66737], [1.78292, -1.19169, -1.12172], [2.11233, 0.68088, -1.14566]]
}

***

# 3
{
  "formula": "C27H39FN8O7PtSi",
  "method": "ωB97M-V/def2-TZVPD",
  "orbital_gap_ev": 7.3,
  "total_energy_ev": -68712.7956,
  "total_charge": 2,
  "homo_ev": -12.5,
  "de_lowest_kj_mol": 81.5,
  "mol_weight_g_mol": 829.8,
  "species": ["Pt", "C", "C", "N", "C", "C", "C", "O", "O", "C", "O", "C", "C", "C", "F", "C", "C", "C", "N", "C", "C", "N", "C", "C", "H", "H", "H", "H", "H", "H", "H", "H", "H", "H", "H", "H", "H", "H", "H", "H", "H", "H", "C", "C", "C", "C", "C", "C", "N", "N", "Si", "C", "C", "C", "H", "H", "H", "H", "H", "H", "H", "H", "H", "H", "H", "H", "H", "H", "H", "O", "N", "O", "O", "C", "N", "C", "N", "O", "H", "H", "H", "H", "H", "H"],
  "xyz": [[2.34461, -1.54706, -1.18908], [-4.22810, 3.35161, -2.37042], [-2.85920, 3.68935, -1.80358], [-2.17282, 2.51024, -1.25903], [-1.29897, 1.85763, -2.04465], [-0.61599, 0.71687, -1.72078], [0.30866, 0.23820, -2.81325], [0.28714, 0.80390, -3.89110], [1.12997, -0.76976, -2.64166], [-0.86550, 0.10498, -0.43662], [-0.38421, -0.95244, -0.03538], [-1.80218, 0.85378, 0.43098], [-2.05685, 0.36864, 1.71190], [-2.92041, 1.02191, 2.54367], [-3.09283, 0.54032, 3.79359], [-3.61050, 2.17625, 2.14290], [-3.36548, 2.64872, 0.86207], [-2.44903, 2.01950, 0.01108], [-4.54763, 2.84794, 2.96100], [-5.10248, 2.21679, 4.15556], [-6.24023, 3.09791, 4.68458], [-6.83135, 3.85119, 3.52840], [-5.85443, 4.88120, 3.00748], [-4.44700, 4.29020, 3.11895], [-4.70196, 4.24944, -2.76636], [-4.88198, 2.92172, -1.61043], [-4.13816, 2.63070, -3.18269], [-2.91852, 4.44605, -1.02177], [-2.21200, 4.10090, -2.57531], [-1.12591, 2.29032, -3.02093], [-1.54405, -0.52200, 2.04973], [-3.92674, 3.50176, 0.50980], [-4.37855, 2.08326, 4.96304], [-5.48740, 1.23359, 3.88815], [-5.89740, 3.85026, 5.39196], [-7.01978, 2.50631, 5.15799], [-7.71196, 4.29430, 3.78977], [-7.03063, 3.18704, 2.77846], [-5.97677, 5.78442, 3.60219], [-6.13583, 5.08765, 1.97699], [-3.99442, 4.54908, 4.08349], [-3.81315, 4.72424, 2.35180], [-0.45643, -3.81141, -1.38520], [0.66128, -4.09950, -0.44318], [0.74183, -5.24320, 0.32313], [1.87380, -5.48288, 1.10838], [2.94651, -4.61772, 1.12476], [2.83217, -3.47034, 0.33852], [1.69548, -3.24655, -0.35893], [3.65780, -2.43767, 0.04266], [5.16183, -1.88691, 0.82927], [6.21690, -1.08383, -0.47788], [4.72792, -0.71635, 2.21051], [6.04170, -3.39293, 1.48623], [-1.11106, -4.67617, -1.45401], [-0.06018, -3.58190, -2.37594], [-1.02257, -2.94412, -1.04972], [-0.06838, -5.95609, 0.28934], [1.91871, -6.38769, 1.70074], [3.83667, -4.81801, 1.69665], [5.66558, -0.46222, -1.18327], [6.75903, -1.84292, -1.04569], [6.95981, -0.44694, 0.00808], [4.07353, 0.09258, 1.88078], [5.62475, -0.26398, 2.63833], [4.21005, -1.24882, 3.01148], [6.06002, -4.21383, 0.76750], [5.63161, -3.75416, 2.42977], [7.07939, -3.10896, 1.68149], [2.08575, -0.01873, 0.15246], [2.84880, 0.80102, -0.50215], [3.05993, 1.90781, -0.17344], [3.34564, 0.23767, -1.55343], [3.81893, -0.88339, -5.50872], [3.15415, -1.32931, -4.29173], [3.38780, -2.49267, -3.71368], [4.24149, -3.36714, -4.25354], [2.80437, -2.85741, -2.62271], [3.47586, 0.12204, -5.73019], [3.57095, -1.52193, -6.35910], [4.89892, -0.85522, -5.36562], [2.31155, -0.84540, -3.98834], [4.54484, -3.28107, -5.20817], [4.36324, -4.25067, -3.78792]]
}